Molecular formula: C51H115F3N6O9S
Method: DFT, ωB97M-V with the def2-TZVPD basis set

Each atom is followed by the atoms it is bonded to, with distances in Å.
CARTESIAN COORDINATES (ANGSTROEM)
1 O -0.1187 -0.2499 3.1181  C74 1.223
2 H 2.6944 0.9316 -2.5998  C80 1.090
3 C 1.6690 2.2488 -1.1367  H30 1.090, H38 1.090, C80 1.560, H151 1.090
4 C 3.7949 4.9197 -4.7056  H98 1.090, C143 1.503, H145 1.090, C158 1.531
5 H -2.9110 -3.2358 3.7474  C26 1.090
6 S -0.7250 -0.7300 -4.9630  O21 1.427, O42 1.524, C106 1.970, O147 1.452
7 H -0.9873 2.1063 7.9639  C154 1.090
8 H -5.2882 -4.7668 3.4018  C46 1.090
9 H -1.9348 2.3192 1.1725  C170 1.090
10 H -3.3256 0.2231 -0.3872  C152 1.090
11 C 5.0477 -3.6331 -0.4599  H62 1.090, H79 1.090, C101 1.557, C139 1.508
12 H 2.6592 6.4751 -5.6445  C143 1.090
13 H 0.2867 4.1804 3.6940  N78 1.010
14 H 0.8662 4.9193 -5.4757  C60 1.090
15 H -8.8433 -2.9164 -4.7846  C41 1.090
16 H -6.0296 -0.9636 3.4264  C178 1.090
17 N -5.6507 -2.2607 -3.5143  C85 1.571, C110 1.508, C123 1.560, C146 1.542
18 H 7.0025 2.8482 1.2976  C112 1.090
19 C -0.9646 2.9760 5.6296  C24 1.468, O34 1.468, H125 1.090, H162 1.090
20 H -4.7850 3.4475 0.4341  C102 1.090
21 O -1.9244 -0.2912 -4.3274  S6 1.427
22 H 5.9501 -1.9937 -1.6307  C139 1.090
23 H -5.7727 -2.1310 6.0718  C75 1.090
24 C -1.5098 3.4169 4.3394  C19 1.468, N78 1.514, H132 1.090, H137 1.090
25 H 4.6051 3.2410 -5.8289  C158 1.090
26 C -3.7661 -2.6976 3.3384  H5 1.090, C96 1.547, N133 1.531, H174 1.090
27 H -8.6843 -2.2219 2.0059  C97 1.090
28 H -5.7283 -2.5519 1.4086  C168 1.090
29 H 4.6849 3.0313 -4.0333  C158 1.090
30 H 0.7238 1.7167 -1.0294  C3 1.090
31 H -0.0546 4.0386 1.1807  C56 1.090
32 H 2.1812 -3.3416 -0.2515  C58 1.090
33 C -7.4655 -1.2597 -5.0527  C41 1.549, C85 1.536, H91 1.090, H153 1.090
34 O -2.1442 2.4316 6.3121  C19 1.468, C154 1.422
35 H -0.3426 -1.2935 0.6413  C49 1.090
36 H -0.3453 -4.6283 2.3614  C165 1.090
37 H 7.6804 -0.0087 0.3191  C47 1.090
38 H 2.1747 2.0634 -0.1891  C3 1.090
39 H 3.6373 5.4005 -6.7281  C143 1.090
40 H -3.6246 0.6072 -2.0627  C152 1.090
41 C -8.5236 -2.0346 -4.2295  H15 1.090, C33 1.549, C45 1.577, H70 1.090
42 O -0.9435 -1.8601 -5.9615  S6 1.524
43 H 1.2896 -2.8068 2.6704  C156 1.090
44 O -3.2492 3.7572 1.8735  C102 1.457, C170 1.396
45 C -8.0976 -2.3365 -2.7416  C41 1.577, H57 1.090, C146 1.561, H184 1.090
46 C -5.3776 -4.2417 4.3528  H8 1.090, H64 1.090, N133 1.591, H182 1.090
47 C 7.7633 0.9557 0.8203  H37 1.090, H105 1.090, C112 1.514, N131 1.517
48 H -4.0038 -0.2635 6.3924  C172 1.090
49 C -0.6797 -0.2688 0.7982  H35 1.090, C74 1.569, H89 1.090, H115 1.090
50 H -4.0433 -0.8824 2.3715  C96 1.090
51 H -6.2423 -3.0675 -5.3817  C85 1.090
52 H -3.7396 -1.5570 -1.5482  C99 1.090
53 H 4.2729 3.0710 0.7728  C167 1.090
54 H -2.3435 -1.3129 2.5899  C96 1.090
55 H -4.9927 0.2686 5.1310  C172 1.090
56 C -0.8488 4.1816 1.9136  H31 1.090, N78 1.567, H90 1.090, C170 1.624
57 H -8.9027 -2.8156 -2.1845  C45 1.090
58 C 2.0809 -2.8307 0.7061  H32 1.090, H128 1.090, C156 1.561, N183 1.545
59 H 3.5135 2.3598 -2.2333  C80 1.090
60 C 1.7015 4.7010 -6.1410  H14 1.090, H130 1.090, C143 1.520, C166 1.564
61 O 10.6952 1.8380 1.5205  C135 1.444, C155 1.386
62 H 5.8917 -4.3228 -0.4547  C11 1.090
63 H -2.2235 -0.9115 4.9531  C124 1.090
64 H -6.4188 -4.3925 4.6377  C46 1.090
65 C 1.8220 2.7172 -3.6661  C80 1.590, H107 1.090, N113 1.572, H164 1.090
66 H 10.6131 1.3285 3.4269  C155 1.090
67 H 3.0559 -2.2086 -2.0186  C82 1.090
68 H -4.7994 -4.1116 -4.1645  C123 1.090
69 H 8.2814 1.5336 2.8059  N131 1.010
70 H -9.4194 -1.4156 -4.1794  C41 1.090
71 H -1.6074 0.6632 7.0949  C154 1.090
72 H -5.3232 -1.4327 -0.7673  C99 1.090
73 H 7.5130 0.1801 2.6843  N131 1.010
74 C 0.0588 0.3200 2.0505  O1 1.223, C49 1.569, O77 1.240
75 C -4.8344 -1.9962 5.5337  H23 1.090, H117 1.090, N133 1.516, C172 1.572
76 H -4.6114 2.1292 1.6176  C102 1.090
77 O 0.8796 1.2425 1.9384  C74 1.240
78 N -0.4235 3.5816 3.2974  H13 1.010, C24 1.514, C56 1.567, H104 1.010
79 H 4.2351 -4.3070 -0.7312  C11 1.090
80 C 2.5063 1.9914 -2.4279  H2 1.090, C3 1.560, H59 1.090, C65 1.590
81 H -5.3856 -1.4232 -5.4361  C85 1.090
82 C 3.9244 -1.6799 -1.6258  H67 1.090, H118 1.090, C139 1.549, C159 1.598
83 H -7.8121 -2.6136 0.4684  C97 1.090
84 H -2.7299 1.6407 8.1100  C154 1.090
85 C -6.1530 -2.0548 -4.9886  N17 1.571, C33 1.536, H51 1.090, H81 1.090
86 C 9.5295 -0.1045 2.3945  N131 1.520, C155 1.516, H161 1.090, H181 1.090
87 H 3.9336 0.8906 -4.4652  C122 1.090
88 H 4.5086 -3.7458 1.6519  C101 1.090
89 H -1.7672 -0.2409 0.8672  C49 1.090
90 H -0.9637 5.2646 1.9578  C56 1.090
91 H -7.7765 -1.1285 -6.0891  C33 1.090
92 H -7.1093 -2.1046 4.1281  C178 1.090
93 H 2.7576 -0.3710 -0.1492  C159 1.090
94 H 4.6021 2.7893 2.4704  C167 1.090
95 H 12.4488 0.8489 0.6954  C135 1.090
96 C -3.3082 -1.2406 3.0921  C26 1.547, H50 1.090, H54 1.090, C124 1.573
97 C -7.7679 -2.0995 1.4285  H27 1.090, H83 1.090, C168 1.530, H180 1.090
98 H 3.3309 5.0869 -3.7336  C4 1.090
99 C -4.6879 -1.0195 -1.5507  H52 1.090, H72 1.090, C110 1.519, C152 1.549
100 H 2.5597 0.4725 -5.2805  C122 1.090
101 C 4.7470 -2.9751 0.9190  C11 1.557, H88 1.090, H169 1.090, N183 1.598
102 C -4.5350 3.2061 1.4672  H20 1.090, O44 1.457, H76 1.090, H149 1.090
103 F 0.5950 -0.5978 -2.6227  C106 1.311
104 H 0.0443 2.7018 3.1324  N78 1.010
105 H 8.6424 1.5142 0.4989  C47 1.090
106 C 0.4271 -1.4977 -3.5614  S6 1.970, F103 1.311, F109 1.333, F173 1.355
107 H 1.5397 3.7434 -3.4308  C65 1.090
108 H -3.5600 -2.8166 -3.9919  C123 1.090
109 F 1.5852 -1.9425 -4.0503  C106 1.333
110 C -5.3347 -0.9109 -2.9209  N17 1.508, C99 1.519, H127 1.090, H157 1.090
111 H 2.5074 -0.7746 2.3828  C136 1.090
112 C 6.6327 1.9624 0.7810  H18 1.090, C47 1.514, O148 1.385, H176 1.090
113 N 2.7742 2.6282 -4.9142  C65 1.572, C122 1.510, C158 1.566, C166 1.596
114 H 5.1998 -3.0917 -2.6347  C139 1.090
115 H -0.4724 0.3112 -0.1011  C49 1.090
116 H 4.3934 -0.6910 2.1718  C136 1.090
117 H -4.0998 -2.6496 6.0044  C75 1.090
118 H 4.1283 -0.8692 -2.3252  C82 1.090
119 H 3.6369 1.5947 1.5405  C167 1.090
120 H -4.9045 1.0853 -0.9278  C152 1.090
121 H 2.1180 -4.3726 2.3527  C156 1.090
122 C 3.3092 1.2639 -5.2769  H87 1.090, H100 1.090, N113 1.510, H179 1.090
123 C -4.4584 -3.2653 -3.5681  N17 1.560, H68 1.090, H108 1.090, H171 1.090
124 C -3.1104 -0.5042 4.4676  H63 1.090, C96 1.573, C172 1.490, H185 1.090
125 H -0.4527 3.7442 6.2092  C19 1.090
126 H 11.9705 2.2091 -0.1214  C135 1.090
127 H -4.7445 -0.3261 -3.6264  C110 1.090
128 H 1.5077 -1.9395 0.4506  C58 1.090
129 H -2.1264 3.7658 0.1750  C170 1.090
130 H 1.4284 5.0136 -7.1489  C60 1.090
131 N 8.2515 0.7017 2.2340  C47 1.517, H69 1.010, H73 1.010, C86 1.520
132 H -2.0376 2.6077 3.8346  C24 1.090
133 N -5.0297 -2.6967 4.2035  C26 1.531, C46 1.591, C75 1.516, C178 1.550
134 H 10.8719 0.7599 -0.1659  C135 1.090
135 C 11.5335 1.3816 0.4374  O61 1.444, H95 1.090, H126 1.090, H134 1.090
136 C 3.4609 -1.2553 2.1640  H111 1.090, H116 1.090, H150 1.090, N183 1.500
137 H -2.1539 4.2954 4.3787  C24 1.090
138 H -6.2314 -3.2314 -1.7572  C146 1.090
139 C 5.1054 -2.6826 -1.6288  C11 1.508, H22 1.090, C82 1.549, H114 1.090
140 H -6.8495 -3.9934 -3.2491  C146 1.090
141 H 11.6438 0.2522 2.5870  C155 1.090
142 H 2.5353 3.0033 -7.0613  C166 1.090
143 C 2.9886 5.4574 -5.8540  C4 1.503, H12 1.090, H39 1.090, C60 1.520
144 H -0.5195 -3.6318 0.9269  C165 1.090
145 H 4.7759 5.3948 -4.7174  C4 1.090
146 C -6.7100 -3.0508 -2.7197  N17 1.542, C45 1.561, H138 1.090, H140 1.090
147 O -0.0250 0.4034 -5.5410  S6 1.452
148 O 5.4919 1.3846 1.3127  C112 1.385, C167 1.378
149 H -5.2911 3.6336 2.1257  C102 1.090
150 H 3.4998 -1.9935 2.9650  C136 1.090
151 H 1.3767 3.2936 -1.0311  C3 1.090
152 C -4.1180 0.3565 -1.1236  H10 1.090, H40 1.090, C99 1.549, H120 1.090
153 H -7.2574 -0.2390 -4.7318  C33 1.090
154 C -1.8487 1.6583 7.4686  H7 1.090, O34 1.422, H71 1.090, H84 1.090
155 C 10.7245 0.8252 2.4665  O61 1.386, H66 1.090, C86 1.516, H141 1.090
156 C 1.4873 -3.5874 1.9357  H43 1.090, C58 1.561, H121 1.090, C165 1.538
157 H -6.2457 -0.3293 -2.7798  C110 1.090
158 C 4.1172 3.4319 -4.8731  C4 1.531, H25 1.090, H29 1.090, N113 1.566
159 C 3.6541 -0.9879 -0.2114  C82 1.598, H93 1.090, H177 1.090, N183 1.593
160 H -6.8614 -3.7373 2.2612  C168 1.090
161 H 9.3627 -0.7224 3.2768  C86 1.090
162 H -0.1763 2.2603 5.3961  C19 1.090
163 H 0.2922 -5.1119 0.8123  C165 1.090
164 H 0.9357 2.1984 -4.0315  C65 1.090
165 C 0.1797 -4.2583 1.4807  H36 1.090, H144 1.090, C156 1.538, H163 1.090
166 C 1.9341 3.1546 -6.1648  C60 1.564, N113 1.596, H142 1.090, H175 1.090
167 C 4.4737 2.2924 1.5088  H53 1.090, H94 1.090, H119 1.090, O148 1.378
168 C -6.5429 -2.7050 2.1165  H28 1.090, C97 1.530, H160 1.090, C178 1.556
169 H 5.6299 -2.4154 1.2280  C101 1.090
170 C -2.0799 3.3991 1.2004  H9 1.090, O44 1.396, C56 1.624, H129 1.090
171 H -4.2872 -3.6236 -2.5530  C123 1.090
172 C -4.2915 -0.5293 5.3752  H48 1.090, H55 1.090, C75 1.572, C124 1.490
173 F -0.2890 -2.5031 -3.0017  C106 1.355
174 H -3.9040 -3.2305 2.3976  C26 1.090
175 H 0.9794 2.6503 -6.3146  C166 1.090
176 H 6.5767 2.2388 -0.2719  C112 1.090
177 H 4.5217 -0.4308 0.1422  C159 1.090
178 C -6.2322 -2.0331 3.4849  H16 1.090, H92 1.090, N133 1.550, C168 1.556
179 H 3.8873 1.1829 -6.1974  C122 1.090
180 H -7.6100 -1.0901 1.0487  C97 1.090
181 H 9.5995 -0.8614 1.6132  C86 1.090
182 H -4.7677 -4.7638 5.0900  C46 1.090
183 N 3.4189 -2.0871 0.9169  C58 1.545, C101 1.598, C136 1.500, C159 1.593
184 H -7.9300 -1.4528 -2.1259  C45 1.090
185 H -2.7995 0.5194 4.2587  C124 1.090

The multiplicity is 2. The calculation puts the largest force on an atom at 5.3 eV Å⁻¹. As for the expectation value of S²: 0.751. Its charge is +3. The total energy comes out at -3714.51529 Eh.

Atomic partial charges in e from the Mulliken method, atoms 1 to 5: atom 1 (O): -0.7524, atom 2 (H): -0.6412, atom 3 (C): -1.4594, atom 4 (C): -0.5378, atom 5 (H): 0.5359

---

Molecular formula: C21H21N3O5S
Method: DFT, ωB97M-V with the def2-TZVPD basis set

Each atom is followed by the atoms it is bonded to, with distances in Å.
CARTESIAN COORDINATES (ANGSTROEM)
1 H -1.0100 -3.5503 -1.1841  C22 1.087
2 C -4.4919 -2.4348 0.2827  C16 1.484, O25 1.208, O50 1.338
3 C 4.8313 -0.1524 0.2960  O12 1.374, C21 1.402, C47 1.386
4 H -2.1699 -3.6853 -2.5061  C22 1.087
5 H 6.2871 -2.8886 1.6278  C23 1.080
6 C 1.3230 0.7271 0.0328  N9 1.288, O26 1.357, C32 1.485
7 C -5.9299 -0.5752 1.0569  C16 1.393, C18 1.382, H49 1.079
8 N -3.1412 2.2183 -0.3159  C17 1.398, C30 1.352, H51 1.022
9 N 0.3254 0.4633 -0.7385  C6 1.288, N40 1.348
10 C -3.8368 -0.0338 -0.0068  C16 1.389, C17 1.392, H45 1.080
11 H 8.3191 -1.6322 0.9961  C24 1.079
12 O 3.6378 0.4619 0.0045  C3 1.374, C32 1.405
13 H -7.1042 1.0925 1.6923  C18 1.079
14 C -1.8418 4.1731 -0.8040  C30 1.533, H33 1.089, S35 1.829, H37 1.088
15 H 5.2835 1.7993 -1.6669  C31 1.089
16 C -4.7475 -0.9814 0.4415  C2 1.484, C7 1.393, C10 1.389
17 C -4.1036 1.3221 0.1593  N8 1.398, C10 1.392, C41 1.393
18 C -6.1895 0.7725 1.2169  C7 1.382, H13 1.079, C41 1.385
19 H 8.1043 0.5704 -0.0864  C44 1.080
20 C -3.0029 -4.0526 -0.5590  C22 1.517, H27 1.096, H34 1.096, O50 1.427
21 C 5.9766 0.5699 -0.0693  C3 1.402, C31 1.496, C44 1.383
22 C -1.8611 -4.1141 -1.5566  H1 1.087, H4 1.087, C20 1.517, H39 1.086
23 C 6.2063 -1.9220 1.1539  H5 1.080, C24 1.380, C47 1.387
24 C 7.3410 -1.2203 0.8005  H11 1.079, C23 1.380, C44 1.386
25 O -5.2361 -3.3032 0.6703  C2 1.208
26 O 1.2558 1.9889 0.5282  C6 1.357, C29 1.345
27 H -3.8895 -4.5813 -0.9268  C20 1.096
28 H 2.2976 -1.1258 -0.1292  C32 1.098
29 C 0.1237 2.4572 -0.0259  O26 1.345, S35 1.719, N40 1.305
30 C -3.1035 3.5632 -0.1834  N8 1.352, C14 1.533, O43 1.209
31 C 5.8213 1.9056 -0.7258  H15 1.089, C21 1.496, H36 1.089, H42 1.086
32 C 2.4466 -0.1732 0.3954  C6 1.485, O12 1.405, H28 1.098, H48 1.101
33 H -2.0020 5.2421 -0.9397  C14 1.089
34 H -2.7164 -4.4982 0.4009  C20 1.096
35 S -0.3922 4.0632 0.3060  C14 1.829, C29 1.719
36 H 5.2361 2.5692 -0.0910  C31 1.089
37 H -1.5732 3.6982 -1.7456  C14 1.088
38 H 4.0755 -1.9599 1.1848  C47 1.079
39 H -1.5661 -5.1477 -1.7121  C22 1.086
40 N -0.4513 1.5639 -0.7830  N9 1.348, C29 1.305
41 C -5.2873 1.7249 0.7735  C17 1.393, C18 1.385, H46 1.077
42 H 6.7902 2.3576 -0.9186  C31 1.086
43 O -3.9418 4.2590 0.3413  C30 1.209
44 C 7.2180 0.0188 0.1914  H19 1.080, C21 1.383, C24 1.386
45 H -2.9204 -0.3511 -0.4814  C10 1.080
46 H -5.4901 2.7751 0.9018  C41 1.077
47 C 4.9491 -1.3925 0.9036  C3 1.386, C23 1.387, H38 1.079
48 H 2.4334 -0.3444 1.4831  C32 1.101
49 H -6.6229 -1.3286 1.3977  C7 1.079
50 O -3.3368 -2.6822 -0.3454  C2 1.338, C20 1.427
51 H -2.3231 1.7741 -0.7378  N8 1.022

The calculation puts the largest force on an atom at 1.6 eV Å⁻¹. As for the SMILES: CCOC(=O)c1cccc(NC(=O)CSc2nnc(COc3ccccc3C)o2)c1. Its charge is 0. As for the energy above the lowest of the compared OMol25 structures with the same formula, charge and spin: 1.483 eV. The total energy comes out at -1751.51358 Eh.

Atomic partial charges in e from the natural (NBO) method, atoms 1 to 5: atom 1 (H): 0.2122, atom 2 (C): 0.7692, atom 3 (C): 0.3653, atom 4 (H): 0.2138, atom 5 (H): 0.2150